(1)
Below is a molecular structure, C45H43N7O2Os, with properties calculated with ωB97M-V/def2-TZVPD.

Its net charge is +2. Its spin multiplicity is 1. The calculation puts the LUMO energy (spin up / spin down) at -7.17 / -7.18 eV. The calculation puts the HOMO-LUMO gap (spin up / spin down) at 6.321 / 6.315 eV.

Atoms and positions in Å:
1 Os 0.364 -0.013 -0.098
2 O 1.833 -1.241 0.067
3 C 2.459 -1.011 1.332
4 C 3.412 0.171 1.071
5 C 2.744 1.525 1.053
6 C 3.486 2.605 1.496
7 C 2.913 3.862 1.566
8 C 1.590 3.993 1.195
9 C 0.883 2.888 0.752
10 C -0.524 3.064 0.266
11 C -0.603 2.636 -1.206
12 O -0.500 1.198 -1.170
13 C -1.948 2.925 -1.859
14 C -3.120 2.949 -1.111
15 C -4.343 3.170 -1.728
16 C -4.406 3.368 -3.099
17 C -3.240 3.344 -3.851
18 C -2.018 3.121 -3.235
19 C 0.561 3.243 -1.980
20 C 0.621 4.631 -2.079
21 C 1.680 5.244 -2.727
22 C 2.690 4.475 -3.292
23 C 2.625 3.095 -3.213
24 C 1.564 2.479 -2.559
25 N 1.449 1.664 0.679
26 C 3.178 -2.257 1.804
27 C 4.436 -2.586 1.303
28 C 5.079 -3.736 1.732
29 C 4.476 -4.565 2.670
30 C 3.221 -4.250 3.164
31 C 2.572 -3.103 2.727
32 C 1.331 -0.551 2.240
33 C 1.509 0.289 3.328
34 C 0.407 0.871 3.921
35 C -0.903 0.640 3.461
36 C -1.107 -0.242 2.439
37 C 0.011 -0.865 1.793
38 H 3.895 -0.040 0.115
39 H 4.199 0.215 1.825
40 H 4.514 2.447 1.792
41 H 3.485 4.715 1.903
42 H 1.095 4.953 1.219
43 H -0.813 4.108 0.376
44 H -1.217 2.461 0.856
45 H -3.101 2.799 -0.039
46 H -5.247 3.199 -1.135
47 H -5.358 3.552 -3.578
48 H -3.280 3.508 -4.919
49 H -1.114 3.116 -3.829
50 H -0.177 5.237 -1.665
51 H 1.712 6.322 -2.802
52 H 3.513 4.953 -3.805
53 H 3.397 2.489 -3.671
54 H 1.517 1.396 -2.535
55 H 4.924 -1.953 0.574
56 H 6.058 -3.979 1.343
57 H 4.991 -5.451 3.018
58 H 2.746 -4.890 3.896
59 H 1.586 -2.876 3.114
60 H 2.503 0.520 3.686
61 H 0.555 1.538 4.762
62 H -1.739 1.113 3.957
63 H -2.108 -0.526 2.142
64 H -0.160 -1.879 1.403
65 N -7.773 0.248 -5.257
66 C -6.879 0.094 -4.555
67 C -5.759 -0.088 -3.669
68 C -5.961 -0.284 -2.307
69 C -4.846 -0.438 -1.502
70 N -3.593 -0.406 -1.958
71 C -3.419 -0.206 -3.260
72 C -4.461 -0.048 -4.159
73 H -6.958 -0.315 -1.892
74 H -4.968 -0.595 -0.436
75 H -2.391 -0.164 -3.605
76 H -4.270 0.112 -5.211
77 C -0.429 -4.434 -2.857
78 N -1.379 -3.546 -2.185
79 C -2.787 -3.944 -2.110
80 C -0.953 -2.490 -1.582
81 N -0.566 -1.530 -1.059
82 H -0.705 -4.541 -3.905
83 H -0.450 -5.412 -2.374
84 H 0.572 -4.019 -2.786
85 H -3.165 -4.106 -3.118
86 H -3.354 -3.152 -1.633
87 H -2.874 -4.866 -1.534
88 C 2.181 -6.323 0.568
89 N 0.861 -6.135 1.162
90 C 0.126 -7.312 1.614
91 C 0.269 -4.969 1.083
92 N -0.256 -3.938 1.025
93 H 2.112 -6.890 -0.362
94 H 2.814 -6.869 1.268
95 H 2.634 -5.354 0.376
96 H -0.086 -7.981 0.777
97 H -0.809 -7.005 2.073
98 H 0.723 -7.848 2.352

(2)
Below is a molecular structure, C45H44Cl2F3N2O2P2RuS2, with properties calculated with ωB97M-V/def2-TZVPD.

Its net charge is +1. Its spin multiplicity is 5. The calculation puts the LUMO energy (spin up / spin down) at -2.40 / -5.11 eV. The calculation puts the HOMO-LUMO gap (spin up / spin down) at 7.671 / 5.014 eV.

Atoms and positions in Å:
1 Ru -0.358 -0.244 0.420
2 C -0.264 7.542 -2.664
3 S -1.154 6.322 -3.656
4 C -2.216 5.652 -2.350
5 C -1.543 4.611 -1.463
6 C -1.155 3.368 -2.265
7 N -0.791 2.211 -1.427
8 P 0.688 1.872 -0.656
9 C 1.283 3.419 0.031
10 C 1.833 4.423 -0.769
11 C 2.199 5.631 -0.196
12 C 2.020 5.839 1.169
13 C 1.484 4.838 1.968
14 C 1.124 3.625 1.399
15 C 1.905 1.397 -1.913
16 C 3.253 1.727 -1.785
17 C 4.190 1.210 -2.674
18 C 3.787 0.355 -3.687
19 C 2.448 -0.003 -3.805
20 C 1.519 0.505 -2.914
21 P -1.855 1.065 -0.846
22 C -2.751 0.380 -2.249
23 C -3.924 -0.346 -2.027
24 C -4.586 -0.935 -3.093
25 C -4.088 -0.799 -4.384
26 C -2.927 -0.071 -4.611
27 C -2.255 0.512 -3.546
28 C -3.125 1.928 0.120
29 C -2.851 2.272 1.443
30 C -3.704 3.104 2.150
31 C -4.846 3.602 1.536
32 C -5.131 3.266 0.220
33 C -4.277 2.432 -0.488
34 H 0.523 7.957 -3.293
35 H 0.200 7.082 -1.790
36 H -0.925 8.349 -2.349
37 H -3.090 5.228 -2.853
38 H -2.570 6.490 -1.748
39 H -2.230 4.320 -0.663
40 H -0.670 5.051 -0.983
41 H -0.335 3.576 -2.954
42 H -2.007 3.079 -2.885
43 H 1.965 4.272 -1.834
44 H 2.629 6.410 -0.814
45 H 2.313 6.782 1.612
46 H 1.363 4.996 3.032
47 H 0.732 2.827 2.021
48 H 3.586 2.378 -0.984
49 H 5.235 1.474 -2.564
50 H 4.519 -0.053 -4.373
51 H 2.132 -0.691 -4.579
52 H 0.489 0.186 -2.991
53 H -4.316 -0.465 -1.022
54 H -5.492 -1.501 -2.915
55 H -4.608 -1.259 -5.216
56 H -2.543 0.044 -5.617
57 H -1.355 1.083 -3.733
58 H -1.953 1.907 1.920
59 H -3.481 3.364 3.177
60 H -5.515 4.253 2.085
61 H -6.022 3.655 -0.258
62 H -4.509 2.180 -1.515
63 Cl -0.339 0.439 3.091
64 C 0.453 -0.851 3.946
65 C 0.784 -0.596 5.249
66 C 1.395 -1.602 5.992
67 C 1.661 -2.843 5.436
68 C 1.323 -3.093 4.121
69 Cl 1.680 -4.647 3.487
70 C 0.710 -2.096 3.308
71 S 0.346 -2.418 1.685
72 H 0.571 0.370 5.686
73 H 1.665 -1.410 7.023
74 H 2.132 -3.621 6.020
75 C 0.674 -3.973 -1.428
76 N -0.449 -3.597 -2.262
77 C -1.181 -4.708 -2.829
78 C -1.183 -2.415 -1.915
79 C -2.129 -2.423 -0.714
80 C -3.219 -3.293 -0.672
81 C -4.157 -3.236 0.349
82 C -4.033 -2.279 1.353
83 C -2.963 -1.394 1.327
84 C -2.004 -1.489 0.310
85 H 1.348 -4.606 -2.008
86 H 0.401 -4.534 -0.518
87 H 1.232 -3.083 -1.128
88 H -0.489 -5.360 -3.366
89 H -1.917 -4.336 -3.548
90 H -1.708 -5.339 -2.096
91 H -1.780 -2.128 -2.787
92 H -0.449 -1.613 -1.760
93 H -3.352 -4.005 -1.476
94 H -4.995 -3.923 0.352
95 H -4.769 -2.215 2.146
96 H -2.885 -0.642 2.103
97 F 4.788 0.256 0.353
98 C 4.009 -0.824 0.427
99 F 4.325 -1.499 1.549
100 F 4.272 -1.607 -0.616
101 C 2.521 -0.430 0.512
102 O 1.721 -1.076 -0.222
103 O 2.209 0.463 1.302

What did we get for strongest force on any atom? Answer: 2.7, 0.6 eV/A, in the order shown.
What did we get for total energy? Answer: -64340.173, -130476.661 eV, in the order shown.
What did we get for energy relative to the best compared isomer or geometry (same formula, charge and spin)? Answer: 0.0, 8.0 kcal per mole, in the order shown.